{
  "formula": "C49H32AsBrF5I2N4OS4Y",
  "method": "wB97M-V/def2-TZVPD",
  "symbols": ["Y", "Br", "C", "C", "C", "C", "O", "C", "C", "N", "C", "C", "C", "C", "C", "C", "C", "C", "N", "C", "C", "H", "H", "H", "H", "H", "H", "H", "H", "H", "H", "I", "C", "I", "H", "H", "F", "C", "C", "F", "C", "F", "C", "S", "C", "F", "C", "F", "C", "C", "C", "C", "C", "C", "As", "C", "C", "C", "C", "C", "C", "C", "C", "C", "C", "C", "C", "H", "H", "H", "H", "H", "H", "H", "H", "H", "H", "H", "H", "H", "H", "H", "S", "C", "S", "C", "N", "N", "C", "C", "C", "C", "C", "C", "S", "H", "H", "H", "H", "H"],
  "xyz": [[-0.199, -0.425, 0.182], [3.353, -3.998, -5.621], [2.304, -3.474, -4.127], [2.235, -4.300, -3.001], [1.522, -3.894, -1.902], [0.864, -2.639, -1.858], [0.239, -2.275, -0.789], [0.909, -1.837, -3.035], [0.136, -0.639, -3.167], [-0.459, -0.017, -2.207], [-1.273, 1.092, -2.490], [-1.068, 1.968, -3.528], [-1.907, 3.075, -3.732], [-2.980, 3.285, -2.917], [-3.230, 2.407, -1.840], [-4.326, 2.578, -0.970], [-4.512, 1.698, 0.056], [-3.566, 0.680, 0.248], [-2.517, 0.493, -0.523], [-2.358, 1.321, -1.595], [1.628, -2.286, -4.160], [2.740, -5.257, -2.995], [1.455, -4.526, -1.025], [0.012, -0.282, -4.192], [-0.222, 1.827, -4.187], [-1.699, 3.754, -4.548], [-3.650, 4.124, -3.063], [-5.000, 3.410, -1.136], [-5.345, 1.784, 0.739], [-3.681, 0.005, 1.084], [1.657, -1.672, -5.052], [2.355, -2.593, 1.646], [1.858, -1.706, 3.513], [1.401, 0.362, 3.227], [2.707, -1.781, 4.180], [0.971, -2.203, 3.885], [-3.279, 4.553, 4.627], [-2.496, 4.042, 3.680], [-2.484, 2.678, 3.443], [-3.268, 1.863, 4.148], [-1.665, 2.177, 2.454], [-1.667, 0.851, 2.223], [-0.854, 2.975, 1.656], [0.048, 2.314, 0.340], [-0.873, 4.343, 1.935], [-0.113, 5.167, 1.209], [-1.683, 4.872, 2.922], [-1.702, 6.187, 3.140], [5.217, 2.515, 2.730], [5.381, 1.210, 2.289], [4.595, 0.722, 1.256], [3.631, 1.529, 0.652], [3.449, 2.822, 1.128], [4.248, 3.317, 2.150], [2.493, 0.675, -0.708], [2.355, 2.002, -2.170], [2.530, 1.516, -3.470], [2.397, 2.345, -4.572], [2.074, 3.684, -4.402], [1.884, 4.178, -3.122], [2.020, 3.344, -2.020], [4.008, -0.275, -1.548], [5.055, 0.451, -2.117], [6.102, -0.201, -2.743], [6.128, -1.590, -2.799], [5.108, -2.319, -2.213], [4.052, -1.660, -1.596], [5.846, 2.904, 3.521], [6.122, 0.568, 2.747], [4.735, -0.298, 0.920], [2.669, 3.451, 0.723], [4.102, 4.334, 2.491], [2.786, 0.474, -3.622], [2.553, 1.948, -5.568], [1.973, 4.332, -5.264], [1.629, 5.219, -2.969], [1.836, 3.761, -1.043], [5.043, 1.533, -2.062], [6.900, 0.375, -3.194], [6.939, -2.105, -3.297], [5.115, -3.401, -2.241], [3.258, -2.238, -1.148], [-6.441, -3.647, 0.560], [-4.998, -3.434, 1.320], [-3.595, -2.803, 0.455], [-2.695, -2.725, 1.975], [-3.363, -3.200, 2.960], [-4.632, -3.614, 2.620], [-5.392, -4.195, 3.689], [-6.583, -4.886, 3.488], [-7.227, -5.470, 4.571], [-6.707, -5.373, 5.849], [-5.527, -4.673, 6.051], [-4.873, -4.085, 4.985], [-1.091, -2.144, 2.112], [-7.009, -4.974, 2.505], [-8.147, -6.015, 4.406], [-7.217, -5.837, 6.685], [-5.105, -4.585, 7.043], [-3.955, -3.543, 5.134]],
  "forces_ev_per_a": [[-0.997, 0.000, 0.348], [-0.058, -0.020, 0.088], [0.131, -0.040, -0.178], [-0.020, 0.080, -0.016], [-0.148, -0.004, 0.141], [0.093, -0.159, -0.543], [0.095, 0.046, -0.278], [0.088, -0.333, 0.195], [-0.279, 0.120, 0.003], [0.239, -0.226, 0.164], [-0.327, 0.486, -0.254], [0.211, -0.273, 0.122], [-0.200, 0.101, -0.012], [0.033, 0.041, -0.017], [0.104, -0.212, 0.113], [0.035, -0.054, 0.045], [-0.050, 0.173, -0.066], [0.061, -0.184, 0.002], [0.092, -0.052, 0.040], [-0.122, 0.146, -0.292], [-0.009, 0.078, 0.084], [0.023, 0.008, -0.036], [-0.046, 0.004, -0.001], [-0.039, 0.039, 0.016], [0.062, 0.038, 0.030], [0.020, -0.010, -0.001], [0.030, 0.013, -0.053], [-0.046, -0.028, 0.027], [-0.004, -0.022, 0.000], [0.045, -0.055, 0.049], [-0.011, 0.010, -0.001], [0.263, -0.006, 0.339], [0.117, 0.191, -0.080], [0.133, -0.278, 0.102], [-0.002, -0.001, -0.003], [-0.025, 0.025, -0.003], [-0.038, 0.037, 0.046], [0.067, -0.022, -0.066], [-0.005, -0.016, 0.011], [-0.027, 0.003, 0.063], [0.137, 0.275, -0.143], [-0.150, -0.099, 0.197], [-0.357, 0.054, 0.358], [0.411, 0.246, -0.327], [-0.027, -0.334, -0.081], [-0.013, 0.134, 0.034], [-0.019, 0.000, 0.007], [0.014, 0.057, 0.046], [0.029, -0.011, 0.036], [0.000, 0.018, 0.015], [-0.021, -0.024, -0.127], [-0.191, -0.064, 0.111], [-0.102, 0.032, -0.118], [-0.002, 0.015, -0.006], [1.389, 0.408, -0.425], [-0.233, -0.050, -0.130], [-0.063, -0.103, 0.098], [-0.006, 0.011, -0.053], [-0.003, 0.017, -0.008], [0.053, -0.010, -0.064], [0.031, 0.002, 0.147], [-0.195, -0.173, 0.003], [-0.035, 0.021, 0.161], [0.026, 0.047, 0.001], [-0.014, -0.082, 0.003], [-0.024, -0.049, -0.014], [-0.021, 0.127, 0.103], [-0.027, -0.003, 0.021], [0.012, -0.001, -0.015], [0.041, 0.009, 0.003], [0.018, -0.007, 0.023], [0.006, -0.004, 0.012], [0.032, 0.018, -0.051], [0.002, -0.032, 0.016], [0.004, 0.018, 0.015], [-0.007, -0.002, 0.000], [-0.005, -0.011, 0.013], [0.042, 0.005, -0.057], [0.010, 0.000, 0.014], [0.023, 0.035, 0.000], [0.030, 0.002, -0.026], [-0.003, -0.015, -0.060], [-0.214, -0.017, -0.280], [0.330, 0.184, 0.068], [-0.121, -0.127, 0.587], [-0.614, -0.211, -0.592], [0.119, 0.029, 0.548], [0.007, 0.002, -0.481], [0.084, 0.006, 0.226], [0.068, -0.012, -0.027], [0.026, -0.001, 0.073], [-0.049, -0.023, 0.075], [0.000, 0.019, -0.076], [-0.043, 0.048, -0.170], [0.048, -0.021, 0.235], [0.031, -0.021, -0.023], [-0.006, 0.016, -0.049], [-0.006, -0.002, -0.011], [-0.008, 0.013, 0.005], [0.064, -0.001, 0.036]],
  "lowdin_charge": [0.919, 0.726, -0.696, -0.116, -0.025, -0.385, -0.328, -0.145, -0.073, 0.012, -0.230, -0.005, -0.051, -0.022, -0.146, 0.013, -0.019, -0.136, 0.040, -0.198, -0.088, 0.110, 0.115, 0.138, 0.095, 0.111, 0.117, 0.124, 0.116, 0.094, 0.112, 0.903, -1.089, 0.942, -0.033, -0.072, 0.128, -0.139, -0.145, 0.130, -0.284, -0.081, -0.519, 0.638, -0.233, 0.088, -0.142, 0.125, -0.087, -0.083, -0.155, -0.415, -0.135, -0.080, 1.261, -0.359, -0.143, -0.090, -0.091, -0.072, -0.128, -0.390, -0.109, -0.068, -0.074, -0.073, -0.138, 0.104, 0.106, 0.078, 0.058, 0.106, 0.093, 0.108, 0.104, 0.108, 0.042, 0.114, 0.106, 0.105, 0.107, 0.026, 0.602, -1.079, 0.952, -1.076, -0.007, -0.131, -0.173, -0.049, -0.083, -0.100, -0.087, -0.026, 0.499, 0.021, 0.104, 0.099, 0.102, 0.097],
  "orbital_gap_ev": 6.3605,
  "e_lumo_ha": -0.0381,
  "relative_energy_kj_mol": 0.0,
  "total_energy_ha": -9716.45150,
  "e_homo_ha": -0.27180
}